{
  "formula": "C2I3O2",
  "method": "wB97M-V/def2-TZVPD",
  "charge": -1,
  "spin_multiplicity": 3,
  "energy_ev": -30470.0166,
  "gap_ha": [0.1804, 0.2379],
  "lumo_energy_ev": [3.00, 1.68],
  "molar_mass_g_mol": 436.73,
  "species": ["I", "I", "I", "O", "O", "C", "C"],
  "coordinates": [[-3.07402, -1.15241, 1.28498], [-1.17103, 1.50378, -0.15202], [-0.56776, -1.89646, -1.19916], [2.00279, -0.21377, 0.53844], [1.94627, 1.55123, -0.90384], [-1.00662, -0.50936, 0.58207], [1.87036, 0.71700, -0.15048]],
  "forces_ev_per_a": [[0.282, -0.029, 0.726], [0.003, 0.619, 0.468], [0.698, -0.355, -0.010], [-0.427, 0.511, 0.334], [0.093, 3.196, -2.408], [-1.741, -0.287, -1.099], [1.092, -3.655, 1.988]],
  "lowdin_spin": [0.3391, 0.2829, 0.4036, 0.0173, 0.0062, 0.9425, 0.0085]
}

---

{
  "formula": "C2IN2P",
  "method": "wB97M-V/def2-TZVPD",
  "energy_ev": -22440.4013,
  "gap_ha": 0.2970,
  "lumo_energy_ev": -2.81,
  "molar_mass_g_mol": 209.91,
  "relative_energy_kcal_mol": 45.3,
  "species": ["I", "P", "N", "N", "C", "C"],
  "coordinates": [[-0.77308, -0.55736, -2.42732], [-0.26645, 1.00555, -0.76732], [-1.44659, -0.77425, 2.21392], [2.34394, 0.14547, 0.01325], [1.27815, 0.30693, -0.37457], [-1.13598, -0.12634, 1.34204]],
  "forces_ev_per_a": [[-0.459, -0.487, -0.587], [-1.471, -0.914, 2.709], [-0.913, -1.728, 2.479], [0.785, -0.374, 0.048], [0.223, 0.485, 0.445], [1.836, 3.018, -5.094]],
  "lowdin_charge": [0.5013, 0.4605, -0.0364, 0.1281, -0.7260, -0.3275]
}

---

{
  "formula": "C2LiNa2O6",
  "method": "wB97M-V/def2-TZVPD",
  "charge": 2,
  "spin_multiplicity": 2,
  "energy_ev": -23380.4933,
  "gap_ha": [0.3532, 0.1799],
  "lumo_energy_ev": [-6.90, -11.54],
  "molar_mass_g_mol": 172.94,
  "relative_energy_kcal_mol": 30.6,
  "species": ["Na", "Na", "O", "O", "O", "O", "O", "O", "C", "C", "Li"],
  "coordinates": [[1.98895, -0.64835, -3.45781], [0.90442, 2.90250, 3.83229], [1.64201, -1.06061, -0.61797], [-0.55822, -1.22719, -0.06207], [-0.12309, -0.66924, 1.16236], [-0.36103, 1.13205, 2.37623], [-1.47867, 1.02585, 0.48930], [0.05858, -0.96079, -2.12490], [0.45959, -1.22011, -0.98384], [-0.63912, 0.59136, 1.31349], [-1.89343, 0.13453, -1.92707]],
  "forces_ev_per_a": [[-0.050, -0.279, 0.456], [-0.129, -0.174, 0.001], [-1.778, -1.377, -0.203], [-1.849, -0.184, 0.685], [0.042, 0.868, 0.259], [-0.106, 1.372, -0.330], [0.063, 0.782, -0.185], [-2.428, -0.239, -2.388], [5.067, 3.308, 1.020], [0.534, -3.443, 0.624], [0.635, -0.634, 0.061]],
  "lowdin_spin": [0.0002, -0.0005, 0.0153, 0.0349, 0.0042, 0.3258, 0.5970, -0.0026, 0.0000, 0.0251, 0.0007]
}

---

{
  "formula": "C2N2",
  "method": "wB97M-V/def2-TZVPD",
  "smiles": "N#CC#N",
  "energy_ev": -5052.5642,
  "gap_ha": 0.4649,
  "lumo_energy_ev": -0.23,
  "molar_mass_g_mol": 52.04,
  "relative_energy_kcal_mol": 0.0,
  "species": ["N", "N", "C", "C"],
  "coordinates": [[1.83346, -0.07044, 0.00064], [-1.83243, -0.05207, -0.00444], [-0.69204, 0.03276, 0.00974], [0.69101, 0.08975, -0.00594]],
  "forces_ev_per_a": [[-0.646, 0.412, -0.037], [-0.511, 0.004, 0.039], [0.276, 0.217, -0.101], [0.881, -0.633, 0.099]],
  "lowdin_charge": [0.1969, 0.1969, -0.2020, -0.1918]
}

---

{
  "formula": "C2N2",
  "method": "wB97M-V/def2-TZVPD",
  "energy_ev": -5046.2655,
  "gap_ha": [0.3286, 0.3286],
  "lumo_energy_ev": [-4.78, -4.78],
  "molar_mass_g_mol": 52.04,
  "relative_energy_kcal_mol": 145.3,
  "species": ["N", "N", "C", "C"],
  "coordinates": [[0.27671, 2.00756, -1.48126], [-0.32320, -1.99311, 1.49194], [0.18557, 1.07157, -0.84827], [-0.13908, -1.08602, 0.83758]],
  "forces_ev_per_a": [[0.244, 2.409, -1.649], [-0.467, -2.347, 1.706], [-0.373, -3.266, 2.333], [0.596, 3.205, -2.390]],
  "lowdin_charge": [0.0513, 0.0513, -0.0513, -0.0513]
}

---

{
  "formula": "C2NO2",
  "method": "wB97M-V/def2-TZVPD",
  "charge": 1,
  "energy_ev": -7638.4647,
  "gap_ha": [0.3138, 0.3138],
  "lumo_energy_ev": [-11.28, -11.27],
  "molar_mass_g_mol": 70.03,
  "relative_energy_kcal_mol": 103.6,
  "species": ["O", "O", "N", "C", "C"],
  "coordinates": [[-1.80221, -0.72688, -0.02157], [-1.73589, 0.78625, -0.00858], [2.71497, 0.00369, -0.00324], [1.60083, -0.04826, -0.02030], [-0.77770, -0.01479, 0.05368]],
  "forces_ev_per_a": [[-0.404, -2.647, 0.031], [-0.181, 2.624, 0.078], [5.556, 0.224, 0.046], [-9.371, -0.177, 0.153], [4.400, -0.025, -0.308]],
  "lowdin_charge": [0.3315, 0.3298, 0.2300, 0.1276, -0.0189]
}

---

What did the third record say?
{
  "formula": "C2LiNa2O6",
  "method": "wB97M-V/def2-TZVPD",
  "charge": 2,
  "spin_multiplicity": 2,
  "energy_ev": -23380.4933,
  "gap_ha": [0.3532, 0.1799],
  "lumo_energy_ev": [-6.90, -11.54],
  "molar_mass_g_mol": 172.94,
  "relative_energy_kcal_mol": 30.6,
  "species": ["Na", "Na", "O", "O", "O", "O", "O", "O", "C", "C", "Li"],
  "coordinates": [[1.98895, -0.64835, -3.45781], [0.90442, 2.90250, 3.83229], [1.64201, -1.06061, -0.61797], [-0.55822, -1.22719, -0.06207], [-0.12309, -0.66924, 1.16236], [-0.36103, 1.13205, 2.37623], [-1.47867, 1.02585, 0.48930], [0.05858, -0.96079, -2.12490], [0.45959, -1.22011, -0.98384], [-0.63912, 0.59136, 1.31349], [-1.89343, 0.13453, -1.92707]],
  "forces_ev_per_a": [[-0.050, -0.279, 0.456], [-0.129, -0.174, 0.001], [-1.778, -1.377, -0.203], [-1.849, -0.184, 0.685], [0.042, 0.868, 0.259], [-0.106, 1.372, -0.330], [0.063, 0.782, -0.185], [-2.428, -0.239, -2.388], [5.067, 3.308, 1.020], [0.534, -3.443, 0.624], [0.635, -0.634, 0.061]],
  "lowdin_spin": [0.0002, -0.0005, 0.0153, 0.0349, 0.0042, 0.3258, 0.5970, -0.0026, 0.0000, 0.0251, 0.0007]
}